The following is a quantum chemistry calculation of C25H28BF3FeO5 as an isolated structure, from the OMol25 dataset.

Last column: Mulliken charge in e.
Element x y z (Å)
1 C 0.820 1.431 2.776  -2.112
2 C 0.744 -0.013 2.362  1.587
3 C 2.184 -0.499 2.219  -1.721
4 C -0.265 -0.909 3.209  1.579
5 C 0.348 -2.179 3.789  -1.871
6 C -0.999 -0.170 4.300  -1.601
7 O -1.269 -1.366 2.249  -0.546
8 B -0.624 -1.229 1.053  -0.321
9 C -0.846 -1.970 -0.283  0.520
10 C -2.017 -1.961 -1.059  -0.667
11 C -1.980 -2.454 -2.367  -0.847
12 C -0.811 -3.034 -2.850  0.106
13 C -0.640 -3.397 -4.309  0.769
14 F -0.032 -4.614 -4.473  -0.254
15 F -1.812 -3.419 -4.996  -0.270
16 F 0.166 -2.481 -4.950  -0.245
17 C 0.303 -3.180 -2.039  -0.953
18 C 0.294 -2.615 -0.780  -0.385
19 C -2.861 1.610 0.344  -0.328
20 C -2.882 1.828 1.867  -1.143
21 O 0.222 -0.124 1.014  0.962
22 H 1.346 1.516 3.732  0.580
23 H 1.366 2.046 2.064  0.296
24 H -0.154 1.897 2.903  0.329
25 H 2.743 -0.430 3.159  0.421
26 H 2.194 -1.531 1.850  0.341
27 H 2.684 0.129 1.463  0.247
28 H 1.127 -1.943 4.521  0.384
29 H -0.457 -2.732 4.287  0.485
30 H 0.758 -2.822 3.001  0.269
31 H -0.302 0.220 5.041  0.393
32 H -1.604 0.660 3.930  0.116
33 H -1.676 -0.847 4.823  0.449
34 H -2.937 -1.539 -0.662  0.562
35 H -2.857 -2.418 -3.016  0.532
36 H 1.163 -3.737 -2.406  0.561
37 H 1.208 -2.667 -0.198  0.421
38 H -3.877 1.799 0.003  0.664
39 H -2.640 0.520 0.153  -0.412
40 H -3.551 1.076 2.330  0.423
41 H -1.868 1.813 2.310  -0.199
42 H -3.340 2.825 2.048  0.463
43 O 4.494 2.571 -4.231  -0.169
44 C 3.573 2.143 -3.660  0.213
45 Fe 2.721 1.308 -2.396  0.291
46 C 2.911 -0.268 -3.082  0.336
47 O 3.267 -1.313 -3.434  -0.208
48 C 4.113 1.029 -1.364  0.481
49 O 5.168 0.771 -0.956  -0.176
50 C -1.857 2.359 -0.480  0.527
51 C -0.505 2.640 0.157  -0.463
52 C 0.756 2.650 -0.361  -1.151
53 C 1.234 2.679 -1.753  -0.515
54 C 0.645 1.813 -2.713  -0.081
55 C -0.561 1.061 -2.405  -0.223
56 C -1.675 1.506 -1.764  -0.678
57 H -2.233 3.354 -0.705  0.604
58 H -0.639 3.209 1.101  0.827
59 H 1.574 2.857 0.361  0.663
60 H 1.860 3.563 -2.013  0.751
61 H 0.911 1.886 -3.779  0.588
62 H -0.528 0.023 -2.775  0.322
63 H -2.600 1.068 -2.160  0.478

**⟨S²⟩**: 6.081
**Lowest unoccupied orbital energy (alpha / beta)**: -7.74 / -10.76 eV
**Total charge**: +2
**Multiplicity**: 5
**Orbital gap (alpha / beta)**: 7.36 / 4.29 eV
**HOMO level (alpha / beta)**: -15.103 / -15.047 eV

The following is a quantum chemistry calculation of C25H28Br2N7SSn as an isolated structure, from the OMol25 dataset.

Last column: Mulliken charge in e.
Element x y z (Å)
1 Sn 0.122 -0.024 -0.155  0.745
2 C 0.240 2.826 5.580  -1.206
3 C 0.864 3.240 4.251  -0.316
4 N 0.014 2.958 3.103  -0.064
5 C -0.055 1.752 2.510  0.404
6 S -1.235 1.633 1.201  -0.433
7 N 0.709 0.792 2.945  -0.554
8 N 0.638 -0.361 2.239  0.405
9 C 1.062 -1.430 2.821  0.635
10 C 1.662 -1.345 4.190  -1.232
11 C 0.930 -2.707 2.092  0.239
12 C 1.385 -3.913 2.624  -0.775
13 C 1.247 -5.080 1.893  -0.457
14 C 0.664 -5.026 0.638  -0.927
15 C 0.224 -3.794 0.186  -0.124
16 N 0.330 -2.676 0.892  0.177
17 H 0.877 3.149 6.404  0.395
18 H 0.135 1.743 5.626  0.219
19 H -0.745 3.276 5.707  0.322
20 H 1.799 2.700 4.107  0.247
21 H 1.067 4.311 4.247  0.427
22 H -0.737 3.593 2.894  0.226
23 H 1.022 -0.732 4.822  0.176
24 H 2.622 -0.829 4.120  0.289
25 H 1.813 -2.310 4.661  0.376
26 H 1.852 -3.942 3.596  0.259
27 H 1.601 -6.018 2.298  0.443
28 H 0.555 -5.912 0.029  0.412
29 H -0.243 -3.699 -0.790  0.528
30 Br -3.538 3.935 -5.294  -0.131
31 C -2.582 2.961 -3.996  -0.178
32 C -1.540 3.552 -3.302  -0.657
33 C -0.889 2.779 -2.358  -0.272
34 N -1.219 1.523 -2.084  0.147
35 C -2.224 0.954 -2.749  0.384
36 C -2.933 1.649 -3.725  -0.510
37 C -2.619 -0.423 -2.348  0.619
38 C -3.535 -1.149 -3.102  -0.681
39 C -3.986 -2.365 -2.616  -0.018
40 Br -5.234 -3.369 -3.609  -0.126
41 C -3.528 -2.831 -1.397  -0.937
42 C -2.580 -2.070 -0.741  -0.437
43 N -2.110 -0.916 -1.208  0.132
44 H -1.256 4.578 -3.482  0.450
45 H -0.064 3.183 -1.784  0.306
46 H -3.755 1.199 -4.259  0.360
47 H -3.905 -0.785 -4.048  0.431
48 H -3.891 -3.760 -0.981  0.446
49 H -2.163 -2.404 0.202  0.758
50 C 2.229 5.253 -0.725  -1.824
51 C 3.032 4.329 0.205  2.400
52 C 4.508 4.292 -0.221  -1.752
53 C 2.893 4.799 1.661  -1.621
54 C 2.483 2.979 0.098  -0.525
55 N 2.050 1.918 0.017  -0.246
56 H 2.630 6.264 -0.649  0.473
57 H 1.177 5.275 -0.438  0.374
58 H 2.310 4.931 -1.764  0.407
59 H 4.916 5.302 -0.177  0.406
60 H 4.610 3.920 -1.240  0.424
61 H 5.089 3.653 0.443  0.401
62 H 3.277 5.815 1.744  0.463
63 H 3.460 4.157 2.335  0.380
64 H 1.847 4.791 1.968  0.315

**Lowest unoccupied orbital energy**: -2.91 eV
**Total charge**: +1
**Relative energy (zero: lowest compared OMol25 entry of this formula, charge and spin)**: 0.00 kJ/mol
**Orbital gap**: 7.58 eV
**HOMO level**: -10.495 eV

The following is a quantum chemistry calculation of C25H28Cl5CuO2 as an isolated structure, from the OMol25 dataset.

Last column: Mulliken charge in e.
Element x y z (Å)
1 O 0.558 0.302 -7.412  -0.389
2 C 0.372 1.604 -8.097  -0.381
3 C 0.203 1.006 -9.492  -0.909
4 H 1.272 2.237 -8.010  0.317
5 H -0.540 2.126 -7.754  0.231
6 C 0.392 -0.326 -8.723  1.587
7 H 1.013 1.232 -10.186  0.333
8 H -0.795 1.140 -9.910  0.292
9 C 1.625 -1.078 -9.184  -1.653
10 H 2.509 -0.427 -9.184  0.375
11 H 1.431 -1.404 -10.220  0.391
12 H 1.781 -1.970 -8.557  0.381
13 C -0.855 -1.181 -8.837  -1.810
14 H -1.757 -0.604 -8.586  0.355
15 H -0.761 -2.086 -8.216  0.381
16 H -0.930 -1.487 -9.896  0.458
17 Cu 0.170 -0.073 1.194  -0.807
18 C -1.982 -0.300 1.254  -0.601
19 C -1.554 1.083 1.253  -0.663
20 C -1.432 1.508 -0.110  -0.604
21 H -1.560 1.701 2.149  0.797
22 C -1.848 0.433 -0.935  -0.081
23 C -2.186 -0.676 -0.111  -1.073
24 H -2.577 -1.630 -0.451  0.408
25 H -2.293 -0.818 2.161  0.509
26 H -1.198 2.513 -0.451  0.515
27 H -1.984 0.513 -2.016  0.646
28 C 1.132 -1.917 1.427  -0.499
29 C 0.321 -2.613 0.472  -0.791
30 C 0.676 -2.156 -0.824  -0.695
31 H -0.414 -3.375 0.720  0.482
32 C 1.654 -1.138 -0.694  -0.331
33 C 1.997 -1.025 0.689  -0.746
34 H 2.877 -0.528 1.093  0.751
35 H 1.208 -2.122 2.497  0.687
36 H 0.324 -2.563 -1.772  0.457
37 H 2.109 -0.572 -1.503  0.529
38 O 1.064 0.566 -3.162  -0.327
39 C 0.104 -0.230 -3.928  -0.494
40 C -0.657 0.714 -4.868  -0.164
41 H -0.595 -0.776 -3.261  0.077
42 H 0.686 -0.984 -4.480  0.434
43 C 0.261 1.974 -4.828  -0.581
44 H -1.658 0.956 -4.463  0.318
45 H -0.766 0.287 -5.870  0.064
46 C 0.686 1.967 -3.373  -0.246
47 H -0.170 2.906 -5.204  0.429
48 H 1.174 1.764 -5.403  0.119
49 H -0.167 2.308 -2.757  -0.031
50 H 1.571 2.555 -3.126  0.409
51 Cl -0.032 0.039 4.362  -0.192
52 C 0.963 1.261 3.665  1.066
53 C 1.136 1.300 2.307  -1.103
54 C 1.919 2.253 1.698  0.863
55 Cl 2.046 2.320 -0.022  -0.076
56 C 2.624 3.199 2.498  0.101
57 Cl 3.686 4.332 1.798  -0.226
58 C 2.462 3.175 3.896  0.149
59 Cl 3.305 4.301 4.865  -0.220
60 C 1.617 2.215 4.496  0.003
61 Cl 1.432 2.201 6.194  -0.221

**⟨S²⟩**: 0.759
**Lowest unoccupied orbital energy (alpha / beta)**: 2.10 / 2.10 eV
**Total charge**: -1
**Relative energy (zero: lowest compared OMol25 entry of this formula, charge and spin)**: 0.00 kJ/mol
**Multiplicity**: 2
**Orbital gap (alpha / beta)**: 5.64 / 5.45 eV
**HOMO level (alpha / beta)**: -3.540 / -3.350 eV

no.,F_max (eV/A)
1,9.75
2,0.80
3,2.41